The following is a DFT calculation (ωB97M-V/def2-TZVPD) of C39H50Br2IrN6O7SSi as an isolated structure at a distorted geometry.

Each line ends with the Mulliken charge.
Atoms and positions in Å:
1 Ir 1.790 1.454 2.198  1.047
2 C 5.556 3.326 2.895  -1.393
3 C 4.226 3.297 2.191  0.850
4 O 3.957 2.260 1.512  -0.492
5 C 3.377 4.467 2.267  -0.797
6 C 2.093 4.563 2.072  0.687
7 C 1.447 5.881 2.083  -1.684
8 N 1.218 3.460 1.808  0.797
9 N -0.022 3.721 1.518  -0.736
10 C -0.780 2.639 1.313  0.113
11 O -0.329 1.460 1.206  -0.835
12 C -2.252 2.868 1.269  0.536
13 C -3.046 1.776 1.441  -0.111
14 C -4.434 1.916 1.604  -0.520
15 C -5.031 3.148 1.579  -0.618
16 C -4.294 4.259 1.180  -0.409
17 C -2.879 4.133 1.062  -0.189
18 H 5.464 2.892 3.915  0.200
19 H 5.961 4.303 2.960  0.477
20 H 6.196 2.702 2.291  0.333
21 H 3.805 5.369 2.688  0.301
22 H 2.039 6.638 2.657  0.381
23 H 0.479 6.054 2.524  0.368
24 H 1.277 6.281 1.121  0.347
25 H -2.468 0.755 1.486  0.052
26 H -4.961 0.945 1.650  0.353
27 H -6.091 3.287 1.678  0.385
28 H -4.826 5.219 1.016  0.360
29 H -2.359 5.103 0.994  0.308
30 Br 3.535 -0.832 -3.922  -0.142
31 C 3.060 -0.155 -2.155  -0.060
32 C 2.410 1.150 -2.029  -0.943
33 C 1.975 1.501 -0.787  -0.377
34 N 2.185 0.714 0.338  0.020
35 C 2.820 -0.449 0.221  1.051
36 C 3.261 -0.920 -1.001  -0.962
37 C 2.855 -1.240 1.428  0.244
38 C 3.382 -2.502 1.598  -0.608
39 C 3.414 -3.105 2.801  -0.093
40 Br 4.129 -4.813 3.032  -0.169
41 C 2.935 -2.390 3.864  -1.006
42 C 2.330 -1.182 3.703  -0.019
43 N 2.352 -0.521 2.549  0.464
44 H 2.121 1.656 -2.983  0.413
45 H 1.622 2.467 -0.605  0.539
46 H 3.639 -1.949 -1.177  0.465
47 H 3.783 -3.117 0.826  0.492
48 H 2.849 -3.012 4.782  0.282
49 H 1.863 -0.670 4.560  0.479
50 C 3.430 2.049 7.200  -0.830
51 N 2.185 1.990 6.357  0.091
52 C 1.019 2.549 6.842  0.032
53 C -0.061 2.738 6.071  -1.188
54 C 0.010 2.306 4.729  0.499
55 O -0.996 2.341 3.995  -0.494
56 N 1.263 1.842 4.230  0.333
57 C 2.382 1.762 5.035  0.265
58 O 3.485 1.573 4.620  -0.583
59 H 3.061 2.171 8.186  0.374
60 H 4.106 2.878 6.712  0.228
61 H 4.073 1.156 7.095  0.238
62 H 1.077 2.711 7.913  0.356
63 H -1.004 3.012 6.491  0.465
64 C -0.557 -4.684 -1.560  -2.043
65 C -0.547 -3.159 -1.338  1.693
66 C 0.753 -2.629 -1.940  -1.263
67 C -0.687 -2.790 0.135  -1.344
68 O -1.801 -2.701 -1.972  -0.089
69 Si -1.918 -2.127 -3.503  -0.058
70 S -1.498 0.062 -3.531  -0.313
71 O -3.467 -2.059 -4.004  -0.148
72 C -4.761 -1.886 -3.253  1.791
73 C -4.665 -0.802 -2.149  -1.591
74 C -5.833 -1.425 -4.265  -1.846
75 C -5.067 -3.286 -2.745  -1.439
76 O -0.968 -2.952 -4.552  0.283
77 C -0.656 -2.952 -5.952  1.685
78 C 0.815 -3.427 -6.016  -1.697
79 C -0.732 -1.547 -6.574  -1.468
80 C -1.695 -3.816 -6.615  -1.775
81 H 0.317 -5.053 -1.014  0.446
82 H -0.567 -4.954 -2.603  0.256
83 H -1.454 -5.087 -1.048  0.408
84 H 1.481 -3.038 -1.322  0.969
85 H 0.814 -1.498 -1.970  0.039
86 H 0.927 -2.916 -3.013  -0.088
87 H 0.362 -3.038 0.510  0.173
88 H -1.497 -3.418 0.579  0.464
89 H -0.699 -1.727 0.165  0.396
90 H -4.500 0.221 -2.492  0.357
91 H -3.982 -1.120 -1.360  0.195
92 H -5.599 -0.764 -1.589  0.522
93 H -5.835 -0.412 -4.470  0.453
94 H -6.751 -1.767 -3.784  0.416
95 H -5.624 -2.035 -5.112  0.401
96 H -4.257 -3.598 -2.103  0.189
97 H -5.219 -4.058 -3.557  0.260
98 H -6.035 -3.157 -2.228  0.489
99 H 1.412 -2.697 -5.601  0.397
100 H 1.213 -3.586 -7.026  0.427
101 H 0.977 -4.283 -5.352  0.308
102 H -0.107 -0.868 -5.934  0.324
103 H -1.748 -1.086 -6.583  0.232
104 H -0.302 -1.665 -7.601  0.484
105 H -1.563 -4.830 -6.348  0.391
106 H -1.476 -3.812 -7.662  0.499
107 H -2.664 -3.460 -6.340  0.244

highest occupied orbital energy (spin up / spin down) = -5.43 / -8.48 eV
frontier orbital gap (spin up / spin down) = 5.41 / 6.90 eV
expectation value of S² = 8.792
net charge = 0
maximum force = 5.3 eV Å⁻¹
relative energy (zero: lowest compared OMol25 entry of this formula, charge and spin) = 74.5 kcal/mol
2S+1 = 6